[1]
DFT (ωB97M-V/def2-TZVPD) results for the molecule C2H4INS at a distorted geometry.

Results
HOMO-LUMO gap   8.2 eV
Maximum force   6.226 eV Å⁻¹
DFT total energy   -22563.88823 eV
Highest occupied orbital energy   -8.951 eV
Lowest unoccupied orbital energy   -0.70 eV
Energy above the lowest of the compared OMol25 structures with the same formula, charge and spin   40.1 kJ/mol

Last column: Mulliken charge in e.
Cartesian coordinates (Å):
C1 -0.0058 -0.1359 -0.1075  0.674
C2 1.4105 0.4378 0.0038  -1.130
N1 -0.3265 -1.2995 0.0632  -0.562
S1 -1.3957 1.1084 -0.0044  -0.250
I1 -3.4454 -0.0806 -0.0432  0.039
H1 1.6449 0.9432 -0.9531  0.311
H2 2.0299 -0.3456 0.0505  0.315
H3 1.3499 1.0129 0.8076  0.395
H4 -1.2618 -1.6407 0.1831  0.208

Cartesian forces (eV/Å) of the 3 atoms listed first:
C -1.62 1.36 0.97
C -3.51 -0.04 -5.14
N 1.88 -3.02 -0.07

***

[2]
DFT (ωB97M-V/def2-TZVPD) results for a structure of composition C2H4INS at a distorted geometry.

Results
HOMO-LUMO gap   8.1 eV
Maximum force   4.433 eV Å⁻¹
DFT total energy   -22562.84964 eV
Highest occupied orbital energy   -8.820 eV
Lowest unoccupied orbital energy   -0.76 eV
Energy above the lowest of the compared OMol25 structures with the same formula, charge and spin   140.3 kJ/mol

Last column: Mulliken charge in e.
Cartesian coordinates (Å):
C1 -0.6534 -0.4023 -0.2180  0.332
C2 -0.2773 0.6443 0.6810  -0.765
N1 -1.6463 -0.5087 -0.9363  -0.548
S1 1.6886 1.2202 -0.3486  -0.157
I1 3.3049 -0.3526 0.3229  0.072
H1 0.1093 -1.2681 -0.2492  0.169
H2 -0.1750 0.3068 1.6812  0.320
H3 -0.6628 1.6888 0.4975  0.291
H4 -1.6879 -1.3284 -1.4305  0.285

Cartesian forces (eV/Å) of the 3 atoms listed first:
C 2.76 -3.30 -0.10
C 2.01 3.32 -2.15
N -2.42 3.29 0.33